1.
{"formula": "C8H21ClINdO2P2", "method": "ωB97M-V with the def2-TZVPD basis set", "lumo_energy_ev": [-7.87, -7.80], "total_charge": 2, "s_squared": 3.7560, "homo_lumo_gap_ev": [7.238, 7.268], "multiplicity": 4, "elements": ["Nd", "I", "Cl", "P", "P", "O", "O", "C", "C", "C", "C", "C", "C", "C", "C", "H", "H", "H", "H", "H", "H", "H", "H", "H", "H", "H", "H", "H", "H", "H", "H", "H", "H", "H", "H", "H"], "xyz": [[-0.309, -0.364, -0.280], [0.682, -3.280, -2.206], [-2.807, 0.398, 0.013], [-0.140, -0.358, 3.349], [-0.151, 1.580, -2.364], [3.290, -0.456, -0.635], [0.017, -0.084, 1.803], [1.425, 1.758, -3.103], [-0.820, 3.097, -1.734], [2.159, -0.285, -0.548], [-1.334, 0.778, -3.437], [-0.378, -0.930, 5.003], [1.683, -0.161, 3.499], [0.121, -5.003, -3.435], [-1.325, 1.048, 3.500], [-0.106, 3.578, -1.062], [1.801, 0.798, -3.436], [-0.946, 3.663, -2.659], [2.114, 2.212, -2.400], [-1.427, 1.525, -4.228], [-2.293, 0.599, -2.940], [-0.967, -5.114, -3.383], [-0.938, -0.168, -3.820], [1.950, -0.401, 4.532], [-1.052, 1.838, 2.781], [1.913, 0.883, 3.234], [2.188, -0.846, 2.801], [-2.332, 0.671, 3.265], [0.452, -0.488, 5.575], [-0.357, -2.029, 5.041], [0.443, -4.807, -4.463], [-1.325, -0.504, 5.368], [-1.250, 1.377, 4.550], [-1.771, 2.948, -1.216], [0.622, -5.891, -3.039], [1.167, 2.421, -3.928]], "forces_ev_per_a": [[-3.6, -1.0, -0.4], [0.1, -0.2, -0.2], [0.9, -0.3, -0.2], [2.4, 6.4, -0.3], [-0.3, -2.5, 3.7], [-3.8, 0.7, 0.3], [-0.9, -2.9, -1.3], [-0.2, 0.8, -1.0], [0.1, 0.6, -0.8], [5.7, -0.5, -0.5], [0.1, 0.5, -0.6], [-1.8, -3.0, 1.0], [-0.3, 0.1, 0.8], [-0.5, -0.3, -0.3], [1.0, 0.1, 0.4], [-0.1, 0.1, -0.2], [0.0, 0.0, -0.3], [-0.3, 0.8, 0.4], [0.1, 0.2, -0.1], [-0.6, -0.5, -0.5], [0.2, 0.2, -0.1], [0.4, 0.2, 0.1], [0.0, 0.2, -0.1], [0.7, 0.3, -0.5], [-0.3, -0.3, 0.5], [0.2, -0.4, 0.2], [-0.2, 0.2, 0.2], [0.2, 0.1, 0.2], [-0.3, -0.3, -0.5], [0.0, 0.3, 0.8], [0.0, 0.2, 0.4], [0.2, -0.8, -0.1], [-0.5, 0.3, -0.5], [0.1, -0.1, -0.2], [0.0, 0.5, 0.2], [1.1, 0.1, -0.5]]}

***

2.
{"formula": "C8H21F5FeIO2P2Te", "method": "ωB97M-V with the def2-TZVPD basis set", "lumo_energy_ev": [-10.41, -11.01], "total_charge": 2, "s_squared": 8.9794, "homo_lumo_gap_ev": [6.678, 6.391], "relative_energy_kj_mol": 113.8, "multiplicity": 6, "elements": ["I", "Te", "Fe", "P", "P", "F", "F", "F", "F", "F", "O", "O", "C", "C", "C", "C", "C", "C", "C", "C", "H", "H", "H", "H", "H", "H", "H", "H", "H", "H", "H", "H", "H", "H", "H", "H", "H", "H", "H", "H", "H"], "xyz": [[2.537, -0.344, -0.096], [-1.686, -0.837, 3.289], [0.250, 0.661, 0.114], [-0.054, 2.802, 0.262], [-0.345, -3.180, 0.368], [0.238, -0.723, 3.777], [-1.991, -0.715, 5.141], [-1.558, -2.795, 3.605], [-3.647, -1.015, 3.126], [-1.844, 1.147, 3.351], [-2.786, 0.108, 0.076], [-1.001, -1.810, 0.501], [1.459, 3.552, 0.946], [-1.416, 3.604, 1.146], [-0.105, 3.552, -1.424], [-1.691, 0.152, 0.470], [-1.569, -4.440, 0.756], [1.045, -3.416, 1.472], [0.404, 0.099, -1.840], [0.298, -3.447, -1.278], [1.350, 3.603, 2.035], [1.797, -2.638, 1.275], [-1.163, -5.444, 0.563], [-2.256, 3.753, 0.458], [0.149, -0.961, -1.944], [-0.437, 0.723, -2.194], [0.539, 2.961, -2.093], [0.671, -4.473, -1.324], [-1.727, 2.944, 1.963], [1.281, 0.372, -2.436], [1.122, -2.756, -1.480], [-1.139, 3.522, -1.797], [1.481, -4.407, 1.283], [-0.507, -3.308, -2.008], [2.306, 2.901, 0.695], [-2.461, -4.251, 0.145], [-1.824, -4.328, 1.818], [-1.090, 4.570, 1.551], [0.256, 4.587, -1.362], [0.691, -3.330, 2.505], [1.599, 4.553, 0.523]], "forces_ev_per_a": [[-0.3, 0.5, 0.1], [-1.1, -1.0, 5.0], [1.1, -3.4, -0.1], [0.0, 5.0, -0.3], [0.2, -1.7, 0.4], [-1.6, 0.0, -1.2], [0.3, -0.1, -1.8], [0.0, 2.0, -0.8], [2.2, 0.2, -0.4], [0.4, -1.6, -0.8], [4.3, 0.3, 1.9], [0.3, 1.3, 0.4], [0.2, -0.6, 0.3], [-0.4, -0.6, 0.2], [-0.1, -0.8, -0.1], [-5.9, 0.0, -2.3], [0.2, 0.2, -0.1], [0.0, 0.3, 0.0], [0.6, -0.4, -1.6], [-0.2, 0.1, -0.1], [0.2, 0.0, -0.2], [-0.2, -0.5, 0.2], [-0.2, 0.3, 0.1], [0.1, 0.0, 0.2], [0.2, 0.4, 0.2], [0.0, 0.2, 0.8], [-0.1, 0.5, 0.1], [0.0, 0.1, -0.1], [-0.1, 0.3, 0.0], [-0.4, -0.2, 0.1], [-0.1, -0.2, 0.0], [0.3, 0.1, 0.0], [-0.1, 0.2, 0.2], [0.2, -0.1, 0.0], [0.0, 0.4, 0.1], [0.2, -0.2, 0.1], [0.0, -0.1, -0.3], [0.0, -0.3, -0.2], [-0.2, -0.3, 0.0], [0.2, -0.1, -0.1], [-0.1, -0.2, 0.1]]}

***

3.
{"formula": "C8H21I2O2OsP2", "method": "ωB97M-V with the def2-TZVPD basis set", "lumo_energy_ev": [-12.32, -14.55], "total_charge": 3, "s_squared": 6.0315, "homo_lumo_gap_ev": [7.333, 6.073], "relative_energy_kj_mol": 160.0, "multiplicity": 5, "elements": ["Os", "I", "I", "P", "P", "O", "O", "C", "C", "C", "C", "C", "C", "C", "C", "H", "H", "H", "H", "H", "H", "H", "H", "H", "H", "H", "H", "H", "H", "H", "H", "H", "H", "H", "H", "H"], "xyz": [[-0.001, -0.328, -0.476], [-0.023, 2.362, -0.666], [-0.394, -2.535, -1.976], [-2.242, 0.086, -0.070], [2.224, 0.070, -0.056], [0.306, 0.637, -3.362], [-0.010, 0.311, 1.455], [2.795, -1.427, 0.864], [-2.807, -1.415, 0.848], [2.926, 1.486, 0.791], [-3.125, -0.055, -1.630], [0.000, -0.067, 2.817], [0.123, -0.155, -2.539], [-2.946, 1.493, 0.780], [3.153, -0.064, -1.594], [-2.406, 1.685, 1.701], [-2.882, 0.804, -2.258], [-2.235, -1.513, 1.794], [4.229, -0.046, -1.351], [2.903, -1.005, -2.101], [-4.202, -0.051, -1.403], [-3.999, 1.324, 1.020], [3.979, 1.322, 1.036], [-0.004, 0.822, 3.420], [2.224, -1.535, 1.808], [2.908, 0.791, -2.232], [-2.851, -0.992, -2.135], [2.385, 1.687, 1.708], [2.877, 2.367, 0.148], [-3.889, -1.262, 1.064], [-2.687, -2.312, 0.198], [-0.923, -0.631, 3.131], [3.878, -1.286, 1.083], [-2.892, 2.381, 0.142], [0.932, -0.622, 3.122], [2.676, -2.322, 0.209]], "forces_ev_per_a": [[-0.4, 1.4, -0.8], [0.0, 0.2, -0.2], [0.4, -0.2, 0.6], [-3.7, -1.8, -0.2], [4.2, -1.7, 0.0], [-0.7, -3.4, 1.1], [0.2, -1.2, 0.0], [-0.2, 0.1, 0.0], [0.2, 0.2, 0.0], [-0.6, 0.5, 0.1], [-0.2, 0.1, -0.2], [-0.2, -0.5, 1.0], [0.7, 3.9, 0.0], [0.5, 0.6, 0.1], [0.0, 0.2, -0.2], [0.0, 0.1, 0.2], [-0.2, -0.1, -0.2], [-0.6, -0.2, -0.6], [-0.3, 0.0, -0.1], [0.2, 0.2, 0.0], [0.2, 0.0, -0.2], [0.1, -0.3, -0.1], [-0.1, -0.3, -0.1], [0.0, 0.7, 0.1], [0.5, -0.2, -0.6], [0.2, -0.1, -0.1], [-0.3, 0.4, 0.1], [0.0, 0.2, 0.2], [0.0, 0.1, 0.0], [0.7, -0.1, 0.0], [0.0, 0.6, 0.6], [0.9, 0.0, -0.6], [-0.7, -0.1, -0.1], [-0.1, 0.0, 0.1], [-0.9, 0.0, -0.6], [0.0, 0.6, 0.6]]}